Record 1
54
Properties=species:S:1:pos:R:3:nbo_charge:R:1 method="wB97M-V/def2-TZVPD" smiles="O=C(CSc1nnc(-c2ccc(S(=O)(=O)N3CCCC3)cc2)o1)NC[C@H]1CCCO1" gap_ev=8.519 homo_energy_ev=-8.794 de_lowest_kj_mol=173.51
S -3.26921 -3.16777 0.45180 0.3289
S 5.52991 0.06690 -0.71193 2.3165
O 6.21735 -1.16043 -0.98481 -0.9350
O 5.78194 1.19968 -1.56028 -0.9411
O -5.50386 2.21173 -0.99441 -0.5313
O -6.30683 -1.68491 1.48428 -0.6273
O -0.86539 -2.11827 0.04880 -0.4090
N -1.30002 -0.29401 -1.09283 -0.2643
N 5.74319 0.43553 0.91304 -0.6756
N -2.46822 -0.89920 -0.83297 -0.3645
N -4.93140 -0.22109 0.44327 -0.6251
C -5.45006 -1.43840 0.66271 0.6568
C -2.18851 -1.97827 -0.15475 0.2961
C 3.31398 -1.38792 -0.05830 -0.1950
C 5.56787 1.84717 1.23731 -0.2429
C -5.44378 0.96058 1.09101 -0.2461
C 1.06435 -0.75692 -0.60809 -0.1251
C 7.86421 1.21587 1.58752 -0.4168
C 6.98291 -0.02868 1.51754 -0.2296
C -5.21718 3.58668 -0.85598 -0.0665
C -6.28908 1.79616 0.11393 0.0884
C -4.84394 -2.53304 -0.21806 -0.6051
C 1.95784 -1.64752 -0.00956 -0.1274
C -0.35534 -1.01556 -0.57296 0.4402
C 2.89105 0.63876 -1.29740 -0.1918
C -6.84858 3.06923 0.78009 -0.4328
C 1.53271 0.38852 -1.25490 -0.1574
C 6.84692 2.29214 1.96592 -0.4149
C -6.45762 4.18344 -0.19308 -0.4266
C 3.76583 -0.25024 -0.70038 -0.3083
H 6.68469 2.28773 3.04442 0.2034
H 7.39214 -0.83280 0.90946 0.2435
H -4.60356 1.55973 1.45381 0.1945
H 4.03523 -2.05667 0.38272 0.2397
H 4.67659 1.96756 1.85954 0.1999
H 3.29283 1.50692 -1.79533 0.2474
H -4.33014 3.73455 -0.22213 0.1557
H -6.06309 0.63814 1.93092 0.2360
H 1.58191 -2.53138 0.48273 0.2223
H 8.28370 1.42106 0.60204 0.2105
H -4.65336 -2.18421 -1.23082 0.2519
H -7.08460 1.15602 -0.28586 0.1868
H 0.82008 1.05551 -1.71294 0.2423
H -6.25438 5.12954 0.30230 0.2149
H 5.42603 2.39886 0.30577 0.2272
H -5.51160 -3.39379 -0.21821 0.2593
H -5.01264 3.98270 -1.85098 0.1946
H -6.36973 3.22166 1.74795 0.2030
H -7.92288 3.00564 0.93280 0.2235
H 7.15780 3.28951 1.66380 0.2223
H 8.67147 1.12121 2.31037 0.2186
H -7.23916 4.33036 -0.93846 0.2059
H -4.24806 -0.08584 -0.29475 0.4393
H 6.75821 -0.40630 2.52077 0.1904


Record 2
50
Properties=species:S:1:pos:R:3:nbo_charge:R:1 method="wB97M-V/def2-TZVPD" smiles="CN1CN([C@H]2CC[C@@H](CNCC#N)CC2)c2c(cnc3[nH]ccc23)C1=O" gap_ev=8.411 homo_energy_ev=-7.988 de_lowest_kj_mol=52.71
O -2.90307 3.35123 0.38668 -0.6157
N -5.04161 -2.36676 1.64494 -0.5340
N -0.94788 2.33096 0.92589 -0.4582
N -5.18198 -0.03140 1.02228 -0.4721
N 5.11975 2.95367 -4.14302 -0.3074
N -1.00208 -0.03951 1.01772 -0.4569
N 3.55376 0.63496 -2.07306 -0.6185
C 1.98711 -2.22303 0.00008 -0.3976
C -0.07055 3.45166 0.54898 -0.4067
C 4.52963 1.72096 -1.89838 -0.3087
C -3.99456 -3.28465 1.81622 -0.0308
C 1.01066 -1.43918 0.90268 -0.4015
C 3.25991 -0.18314 -0.89078 -0.2189
C -4.52009 -1.16356 1.27499 0.3653
C 4.81782 2.40845 -3.17988 0.2767
C -0.38397 1.17929 1.56849 -0.0237
C -3.07491 1.11833 0.92126 -0.2784
C 2.38379 -1.40952 -1.25707 -0.2136
C -3.13262 -1.25505 1.33974 -0.1906
C 1.08230 -0.98808 -2.03548 -0.4049
C -0.21841 -0.93383 0.14194 -0.0276
C 0.11444 -0.16888 -1.16810 -0.4069
C -4.45251 1.08283 0.79285 0.1191
C -2.39061 -0.10159 1.11248 0.2884
C -2.33274 2.34713 0.74907 0.6650
C -2.79137 -2.63143 1.65403 -0.2880
H 1.54388 -3.16234 -0.36489 0.2040
H 0.52333 0.79978 -0.87235 0.1988
H -0.58862 4.07677 -0.17728 0.2430
H 0.73526 -2.01549 1.80842 0.2187
H -0.79525 -0.03486 -1.76864 0.2251
H 0.55238 -1.90451 -2.32763 0.2016
H -4.99563 1.97032 0.49429 0.2205
H 5.48049 1.37082 -1.44748 0.2058
H 1.38927 -0.44861 -2.94734 0.2260
H -0.81630 -1.78260 -0.07183 0.2113
H -4.15697 -4.34194 2.11503 0.2236
H 4.17719 -0.52824 -0.41681 0.1713
H -6.02761 -2.58102 1.71482 0.4246
H 2.98547 -2.08326 -1.88136 0.2065
H 2.85267 -2.51837 0.59623 0.2102
H 0.71913 1.19139 1.38666 0.1998
H 0.88545 3.06577 0.14864 0.1881
H -0.54024 1.20258 2.63552 0.1849
H 2.73612 0.46260 -0.15710 0.1781
H 3.77789 0.03667 -2.86047 0.3668
H -1.78475 -3.04897 1.75779 0.2260
H 4.14330 2.44604 -1.22578 0.2280
H 1.59670 -0.62803 1.28990 0.1903
H 0.18662 4.09558 1.39707 0.1931